Formula: C24H86BrClN3O28S2
Source: OMol25
Level of theory: ωB97M-V with the def2-TZVPD basis set

Values from the calculation:
orbital gap	7.5	eV
net charge	+1
highest occupied orbital energy	-10.64	eV

```
145
C24H86BrClN3O28S2 | OMol25 | ωB97M-V with the def2-TZVPD basis set
C -4.79 1.05 1.08
C -3.72 2.01 1.85
S -2.83 1.15 3.21
C -1.27 0.29 2.69
C -1.27 -0.33 1.21
C -1.31 -1.92 1.37
C -0.08 -2.60 2.13
O -0.47 -3.85 2.83
C 0.47 -3.92 3.92
C 1.99 -4.37 3.59
O 0.17 -3.70 5.11
N -1.59 -2.54 0.07
C -2.93 -3.11 -0.11
C -0.88 -2.02 -1.11
C 0.36 -3.07 -1.33
C 0.04 -4.55 -0.71
C 1.03 -5.54 -1.55
N 0.36 -5.92 -2.86
C -1.76 -2.19 -2.48
C -1.14 -1.59 -3.81
O -2.00 -1.23 -4.68
Br 0.71 -1.34 -4.41
C -0.44 -0.48 -1.11
N -0.26 0.22 0.24
C 1.17 0.07 0.64
C 2.29 0.88 -0.13
C 3.17 -0.03 -1.16
C 3.24 0.71 -2.60
S 4.74 1.78 -2.80
O 5.34 2.26 -1.51
O 5.75 1.06 -3.68
Cl 4.26 3.54 -3.87
C -0.67 1.65 -0.11
C -0.20 2.80 0.87
C 0.24 4.11 -0.01
C 1.44 4.89 0.73
O 2.24 5.56 0.03
O 1.69 4.84 2.14
H -5.10 0.16 1.75
H -4.29 0.60 0.16
H -5.70 1.63 0.72
H -3.08 2.58 1.10
H -4.38 2.81 2.36
H -0.40 1.03 2.89
H -1.12 -0.51 3.51
H -2.30 -0.06 0.76
H -2.23 -2.13 2.04
H 0.38 -1.94 2.96
H 0.82 -2.86 1.45
H 2.58 -3.51 3.10
H 2.55 -4.75 4.51
H 1.89 -5.20 2.80
H -3.40 -3.49 0.87
H -3.66 -2.28 -0.48
H -3.00 -4.01 -0.83
H 0.54 -3.31 -2.44
H 1.35 -2.68 -0.92
H -1.01 -4.91 -0.96
H 0.36 -4.67 0.37
H 1.08 -6.53 -0.95
H 2.07 -5.08 -1.73
H -0.51 -5.38 -2.99
H 0.04 -6.90 -2.84
H -2.01 -3.29 -2.69
H -2.71 -1.56 -2.30
H -1.28 0.09 -1.67
H 0.49 -0.38 -1.76
H 1.44 -1.05 0.49
H 1.33 0.25 1.77
H 3.05 1.25 0.65
H 1.97 1.80 -0.72
H 2.78 -1.10 -1.25
H 4.26 -0.05 -0.78
H 3.29 -0.08 -3.43
H 2.32 1.37 -2.80
H -1.79 1.73 -0.36
H -0.15 1.84 -1.13
H -1.03 3.20 1.57
H 0.69 2.58 1.54
H 0.63 3.84 -1.05
H -0.65 4.82 -0.01
H 2.40 4.16 2.25
O -1.81 -6.26 -4.92
H -1.63 -5.69 -5.68
H -2.36 -6.96 -5.29
O -2.14 -6.85 -7.28
H -2.51 -7.54 -7.84
H -1.31 -6.61 -7.71
O -1.44 -4.73 -8.68
H -1.69 -3.82 -8.46
H -2.19 -5.05 -9.19
O 4.26 -2.46 4.05
H 5.12 -2.74 3.73
H 4.40 -2.29 4.99
O 2.10 2.63 4.55
H 2.45 3.13 5.30
H 1.83 3.32 3.93
O 0.54 -0.29 5.07
H 0.96 -0.10 5.92
H 0.75 -1.22 4.91
O -3.27 -3.44 5.56
H -2.39 -3.72 5.25
H -3.14 -3.27 6.50
O 3.70 -4.38 -2.47
H 3.76 -4.20 -3.42
H 4.62 -4.36 -2.17
O -2.12 5.57 -1.68
H -1.74 6.43 -1.91
H -3.06 5.75 -1.61
O -4.87 4.93 1.59
H -4.49 5.78 1.35
H -5.82 5.11 1.66
O -0.36 3.85 4.85
H -0.16 4.40 4.08
H -0.92 3.14 4.49
O -0.85 -1.74 -9.14
H 0.02 -2.01 -9.47
H -0.70 -1.58 -8.20
O 0.23 0.36 8.09
H -0.45 0.02 8.69
H -0.13 1.19 7.76
O -0.47 8.36 -0.95
H 0.24 7.70 -0.90
H -0.57 8.66 -0.04
O -1.00 -8.92 -8.70
H -0.75 -9.83 -8.91
H -0.46 -8.70 -7.93
O -2.68 4.50 3.50
H -3.56 4.55 3.10
H -2.80 4.85 4.39
O 8.88 -0.15 -3.62
H 9.26 0.70 -3.86
H 7.93 0.03 -3.55
O -1.75 11.35 -0.95
H -1.44 10.52 -1.35
H -0.95 11.89 -0.90
O -1.52 6.50 5.65
H -1.20 5.66 5.28
H -0.72 7.05 5.70
O -3.90 8.03 4.78
H -3.19 7.38 4.86
H -4.02 8.36 5.68
O 6.61 1.15 0.69
H 6.95 1.64 1.46
H 6.35 1.85 0.07
```

Löwdin population analysis, charges in e, atoms 1 to 4:
1 C -0.1497
2 C -0.5387
3 S 0.8772
4 C -0.4120

=====

Formula: C25H11ClCoF5N5O6SSe
Source: OMol25
Level of theory: ωB97M-V with the def2-TZVPD basis set

Values from the calculation:
orbital gap (alpha / beta)	6.9 / 4.1	eV
net charge	-1
relative energy (zero: lowest compared OMol25 entry of this formula, charge and spin)	18.5	kcal per mole
⟨S²⟩	6.0117
spin multiplicity	5
highest occupied orbital energy (alpha / beta)	-5.16 / -5.16	eV

```
56
C25H11ClCoF5N5O6SSe | OMol25 | ωB97M-V with the def2-TZVPD basis set
Co -1.07 -0.22 -0.68
O 0.41 1.66 3.11
S -0.12 0.59 2.31
O -1.18 -0.20 2.90
N -0.60 1.10 0.81
C -1.19 2.34 0.64
C -1.13 3.44 1.50
C -1.80 4.63 1.21
C -2.54 4.80 0.08
C -2.64 3.73 -0.84
C -3.39 3.80 -2.02
C -3.47 2.72 -2.85
C -2.78 1.55 -2.51
N -2.06 1.46 -1.41
C -1.96 2.51 -0.56
C 1.22 -0.54 2.02
C 0.96 -1.81 1.55
C 2.00 -2.72 1.45
C 3.28 -2.36 1.86
C 3.53 -1.08 2.35
C 2.49 -0.16 2.43
H -0.56 3.36 2.40
H -1.73 5.44 1.93
H -3.07 5.72 -0.13
H -3.91 4.72 -2.26
H -4.06 2.74 -3.76
H -2.81 0.66 -3.13
H -0.05 -2.10 1.29
H 1.81 -3.71 1.06
H 4.08 -3.08 1.81
H 4.52 -0.81 2.67
H 2.65 0.84 2.81
O -1.79 -1.37 -2.61
Cl -1.17 -2.61 -2.19
O -2.09 -3.44 -1.50
O -0.61 -3.28 -3.31
O -0.11 -2.19 -1.26
F 6.19 -1.82 -1.49
C 5.00 -1.26 -1.62
C 4.73 -0.05 -1.01
F 5.68 0.56 -0.30
C 3.49 0.53 -1.15
F 3.25 1.71 -0.57
C 2.50 -0.05 -1.93
Se 0.86 0.83 -2.26
C 2.79 -1.26 -2.54
F 1.89 -1.82 -3.35
C 4.02 -1.87 -2.38
F 4.28 -3.03 -2.98
N -2.55 -1.06 0.26
C -2.91 -1.80 1.08
C -3.38 -2.66 2.05
C -2.62 -3.79 2.42
N -2.02 -4.72 2.74
C -4.62 -2.40 2.68
N -5.63 -2.20 3.20
```

Löwdin population analysis, charges in e, atoms 1 to 4:
1 Co 0.5014
2 O -0.3193
3 S 0.6342
4 O -0.2793

=====

Max |F|
In order: 6.24; 1.06
Unit: eV Å⁻¹
Electronic energy
In order: -7067.0705; -6826.2171
Unit: Ha